Entry 1:
{"formula": "C39H38Br2IrN7O2P2S", "method": "ωB97M-V with the def2-TZVPD basis set", "lumo_energy_ev": [-8.38, -10.24], "e_tot_ha": -8375.303666, "charge": 3, "multiplicity": 2, "orbital_gap_ev": [7.46, 5.99], "elements": ["H", "C", "H", "H", "H", "H", "C", "C", "C", "H", "H", "H", "H", "C", "C", "H", "H", "Ir", "C", "H", "O", "C", "C", "C", "C", "N", "H", "C", "C", "C", "C", "N", "H", "N", "H", "H", "N", "P", "H", "Br", "C", "C", "C", "S", "C", "H", "H", "H", "N", "C", "H", "C", "H", "C", "H", "H", "C", "H", "H", "H", "H", "Br", "C", "H", "H", "H", "C", "C", "C", "H", "C", "H", "C", "H", "C", "C", "H", "C", "C", "C", "C", "N", "H", "P", "C", "C", "H", "H", "O", "C", "N", "C"], "xyz": [[-2.99746, -0.19693, -5.64090], [1.86562, 0.12511, 5.41076], [0.98411, 6.59534, 2.42010], [2.95492, 3.33018, 0.52068], [-6.32835, -2.21426, 1.73388], [-0.60825, 5.03411, 3.48367], [1.83131, -1.21467, 2.98023], [1.57002, 0.15953, 3.02037], [1.05710, 5.53331, 2.22794], [2.31202, -2.96714, 4.10827], [-1.30673, -1.46551, 4.20129], [3.40334, -0.18910, 1.12398], [2.76667, 5.72292, 0.94518], [1.12429, -0.81159, -5.76763], [1.46965, 0.38492, -5.15133], [-1.23715, 4.11538, -4.24229], [1.64402, 1.27182, -5.74682], [-0.22723, 0.09613, -0.01738], [-1.14969, 1.20407, -2.51599], [-4.58165, 2.56765, 1.79437], [-0.46355, -1.62757, 1.12700], [-1.59532, -0.17607, -2.52387], [1.69336, -4.58830, -0.19226], [1.62072, 0.43861, -3.77465], [-5.62727, -0.25080, 1.28229], [-0.45580, 1.59196, -1.41276], [0.96162, -2.81328, -3.04963], [1.43482, -0.70974, -2.99959], [3.98507, -3.84887, -0.23019], [-2.49647, 0.18456, -4.76128], [1.60214, 0.82860, 4.24180], [-1.23862, -1.17860, 3.23914], [1.90020, 0.65327, 6.35407], [-4.65280, 1.58515, 1.57646], [3.87905, 0.23366, -1.28806], [0.21205, -3.09507, -0.62233], [-0.55590, -3.28385, 2.60416], [1.62816, -0.66449, -1.20059], [-4.10867, -2.03345, -0.05472], [-2.46925, 2.58841, -6.18625], [2.10946, -1.23799, 5.36709], [1.26893, -3.30657, -0.50568], [-0.73914, -1.99248, 2.30442], [-2.02478, 1.33077, 1.19531], [2.20878, -2.28930, -0.69428], [0.40090, 3.16223, -0.40156], [5.04042, -4.06192, -0.12790], [-0.79442, -3.67147, 3.50061], [-4.26246, -0.42145, 1.06562], [3.02149, 0.72039, 0.65986], [2.32912, -1.77762, 6.27865], [1.26325, 2.78767, 1.75936], [-7.57936, -0.97627, 1.53016], [-6.62457, -1.33760, 1.15751], [0.68343, -2.89301, -5.48427], [1.83356, -1.74918, 2.03393], [2.93267, 0.55141, -0.84900], [-1.36059, -0.20333, 3.00696], [2.65308, 1.48533, -1.34165], [-0.10741, -3.87388, 1.92362], [1.90013, 1.38169, -3.31992], [-2.81032, -2.42846, -3.72584], [-2.26228, -0.65683, -3.69162], [4.31729, -1.80225, -0.72236], [-0.44182, 2.62563, 3.07050], [0.97091, -5.38670, -0.07744], [-1.03133, 3.40864, -3.44979], [2.16243, 3.68105, 1.16770], [2.09766, -1.90714, 4.14797], [1.44911, 1.89572, 4.29774], [0.16064, 4.65621, 2.82322], [-0.07427, 4.82928, -2.16294], [1.08853, -1.90808, -3.62802], [3.37837, -5.85779, 0.20072], [-3.65458, 0.77322, 1.24549], [-0.10996, 2.87039, -1.30626], [-6.75258, -1.63328, 0.11467], [-0.38422, 3.80353, -2.30498], [3.56949, -2.56800, -0.56290], [-2.11192, 1.51955, -4.72069], [0.25733, 3.29410, 2.58766], [-5.87041, 0.98010, 1.59168], [3.70029, 1.51992, 0.95142], [1.37208, 1.00963, 1.43279], [-1.43676, 2.07051, -3.57182], [2.05688, 5.04457, 1.39926], [1.02511, -0.85578, -6.84433], [-3.59695, -2.22736, 1.50538], [-1.39529, -0.88496, -1.50323], [3.04933, -4.85719, -0.04600], [-3.60883, -1.59540, 0.71123], [0.93345, -1.95565, -5.00517]]}

=====

Entry 2:
{"formula": "C39H39AsCdF6GeN3O2SSe", "method": "ωB97M-V with the def2-TZVPD basis set", "lumo_energy_ev": [3.86, 3.85], "e_tot_ha": -9703.607993, "charge": -2, "multiplicity": 2, "orbital_gap_ev": [4.25, 5.59], "elements": ["H", "F", "C", "O", "C", "H", "H", "H", "C", "C", "H", "H", "H", "C", "H", "F", "H", "F", "C", "Ge", "H", "C", "H", "C", "C", "C", "H", "H", "C", "F", "C", "C", "H", "H", "H", "As", "H", "H", "H", "H", "H", "C", "H", "C", "C", "C", "C", "H", "H", "C", "N", "Cd", "H", "H", "C", "C", "Se", "C", "H", "H", "C", "H", "C", "O", "C", "H", "C", "H", "H", "C", "H", "C", "F", "H", "C", "N", "H", "C", "C", "C", "C", "N", "C", "H", "C", "C", "C", "C", "S", "H", "H", "H", "C", "F"], "xyz": [[-0.15030, -1.62081, -1.94979], [-1.52855, 1.22390, -3.48379], [-0.59276, 6.53465, -0.45050], [1.23600, 2.41153, 0.80200], [-4.24343, -4.22434, 3.35954], [-0.68001, 4.31258, -2.98796], [0.78123, 1.14789, 5.85493], [4.70653, 2.38946, 0.80101], [-3.23797, -1.90294, 2.07282], [0.88592, 1.40723, 4.80637], [1.19603, 4.44197, 1.05585], [-3.97625, -6.42800, -0.72286], [3.19054, -5.05963, -1.75665], [0.45397, 7.45554, -2.41882], [1.36419, 3.85560, -0.61229], [0.59150, 0.02405, -3.81476], [-2.27225, -2.65251, -1.85999], [-1.03325, 2.63239, -5.45052], [-2.60915, -2.45120, 3.21798], [3.21263, 1.23722, -0.98193], [4.26240, -0.60461, -2.39985], [-2.40380, -5.68500, 0.53592], [2.82242, 2.73791, -3.00293], [-4.47697, -1.01541, -0.24622], [-2.69544, -0.72341, 1.41489], [-3.25520, -5.63529, -0.56382], [2.49524, -0.73739, -2.40228], [-0.84252, -4.68376, 1.61898], [-0.01790, 1.26934, 2.52673], [1.09610, 1.42461, -5.77146], [-3.20509, -4.55998, -1.43563], [-0.06656, 0.95865, 3.91434], [2.71125, 2.53724, 5.09728], [4.53179, 2.28522, -2.88050], [4.34541, 0.72613, 1.28357], [-0.22515, 1.32870, -4.64020], [3.42901, -1.31343, -1.00323], [-0.90410, 0.36792, 4.25229], [4.70693, -4.72846, 0.16800], [1.73594, -2.29264, 2.07437], [5.55810, 1.04711, 0.02839], [4.59482, 1.36602, 0.43537], [0.48049, 6.14360, -4.12328], [3.31876, -3.50878, 1.25284], [1.39957, 1.28665, -0.25800], [3.65245, 2.60124, -2.31453], [1.21259, -3.11864, 0.17230], [2.88526, 3.09789, 2.67339], [3.98680, -3.35092, 2.09014], [-5.01715, -2.07546, 0.41346], [-0.37261, -1.22113, -1.03961], [-0.81942, 1.23361, -0.78355], [-5.75329, -4.21110, 1.84789], [-4.92596, -0.63274, -1.15657], [1.09507, 2.07112, 2.16664], [-3.28861, -0.32406, 0.16525], [-1.75002, 3.91315, -0.19364], [3.72150, -4.27936, 0.17382], [-0.89045, 6.63781, 0.58686], [-4.62360, -5.11122, 3.85437], [1.96562, 2.18612, 4.39619], [-3.88847, -4.50281, -2.27320], [-4.86958, -3.72219, 2.24813], [-2.88926, 0.62668, -0.60227], [-0.47769, 5.22624, -2.45117], [-2.57638, -3.96677, 4.71342], [2.05919, -2.92049, 1.25168], [1.32007, 0.41053, 0.39255], [0.94188, -4.02160, -1.75384], [-1.49479, -4.66565, 0.75344], [0.96779, 8.26762, -2.92056], [-1.44312, -3.60166, -0.14008], [0.58294, 2.46411, -3.60750], [0.26145, 8.49653, -0.54877], [-3.09066, -3.57617, 3.84164], [-1.70199, -0.13149, 2.12676], [3.87686, 3.55948, -1.84119], [0.05785, 7.57948, -1.09297], [1.68883, 3.71846, 0.41479], [-4.38836, -2.57564, 1.58277], [-2.29781, -3.52834, -1.22180], [-0.91881, 0.81892, 1.60562], [-0.87707, 5.33218, -1.11138], [2.77881, 3.76168, 0.49472], [2.05738, 2.50651, 3.04601], [3.36674, -0.54681, -1.77752], [2.86855, -4.46719, -0.90960], [0.17954, 6.26792, -3.08902], [-0.34318, -2.20746, 0.16911], [-5.91219, -2.56629, 0.04262], [-1.72185, -1.95490, 3.58608], [-2.46661, -6.50857, 1.23631], [1.61167, -3.88794, -0.91181], [-1.02999, 0.17381, -5.66159]]}

=====

Entry 3:
{"formula": "C39H39BBrF14N3OSrTe", "method": "ωB97M-V with the def2-TZVPD basis set", "lumo_energy_ev": 3.56, "e_tot_ha": -6044.999053, "charge": -2, "orbital_gap_ev": 5.53, "elements": ["H", "C", "C", "C", "C", "F", "C", "H", "H", "C", "C", "H", "F", "H", "C", "C", "F", "H", "C", "C", "H", "F", "H", "C", "C", "C", "H", "H", "N", "H", "O", "C", "H", "H", "H", "H", "C", "H", "F", "F", "C", "F", "H", "H", "C", "H", "B", "C", "H", "C", "C", "F", "H", "C", "C", "H", "H", "H", "H", "C", "H", "C", "C", "C", "H", "H", "C", "C", "C", "H", "Br", "F", "N", "H", "H", "F", "C", "C", "H", "H", "N", "C", "F", "C", "C", "C", "H", "Te", "C", "F", "H", "Sr", "F", "C", "H", "F", "H", "H", "H", "C"], "xyz": [[0.01150, -1.50036, 2.25940], [2.32778, 3.10658, 0.56868], [-2.91874, -0.77222, -0.61854], [1.73611, -1.06943, -5.22123], [-2.59071, 1.67494, -4.81159], [1.51266, 3.70163, 2.76417], [2.28164, 3.98302, 1.68352], [8.23007, -3.16543, 3.12921], [0.42547, -4.68428, -5.79799], [3.04746, 5.13315, 1.77375], [2.01102, -3.86577, -7.88397], [1.05814, -0.50674, 1.27056], [1.81790, -1.90234, 5.92052], [-2.43773, -1.38332, 1.39427], [2.68890, 0.98593, -6.38500], [-3.82715, 2.76807, -3.12500], [-1.56760, -0.36627, -4.40810], [4.85579, -1.70837, 5.33418], [3.02765, -3.10612, -8.73819], [-3.48691, 1.77281, -2.22807], [0.87076, -2.32560, 0.89643], [2.24694, -2.29924, 3.69897], [3.23845, -0.13282, 4.08356], [2.24571, 0.37186, -5.05223], [4.00248, 0.07245, 3.34552], [3.26825, 3.52945, -0.41570], [3.91478, -2.84245, -8.15874], [0.33239, -3.21982, -9.10310], [-2.20303, -0.34479, -1.79576], [1.87947, 0.96608, -7.11770], [1.00630, -1.30288, -2.94774], [-3.38722, 2.74658, -4.43092], [0.03720, 2.56710, 1.40604], [2.60297, -2.18692, -9.14644], [3.55802, 0.47857, -6.80965], [3.03633, -0.02143, -3.14607], [0.57163, -3.03567, -4.47454], [0.83999, 0.99279, -3.49451], [0.97256, -0.49247, 4.30680], [2.93339, 5.91059, 2.86472], [3.43594, 0.33815, -4.09258], [-3.92268, 1.97534, -0.95005], [1.03466, -4.76818, -9.61454], [3.11384, -5.69113, -8.32626], [5.52054, 0.21190, 1.28135], [3.34121, -3.73099, -9.57857], [1.27820, -1.83870, 4.62939], [0.83690, -3.69246, -5.65278], [-1.15829, 0.57838, 1.95249], [1.09196, -1.75851, -4.14722], [-2.26215, 0.67993, -3.92608], [-2.17143, 1.60103, -6.09275], [0.37079, 1.50608, -5.11319], [-2.64858, 0.65591, -2.54277], [6.13251, -0.62045, 2.37394], [3.40722, -5.04196, -6.70037], [-3.46521, 0.00685, -0.08236], [5.37873, 1.23934, 1.61081], [2.53272, -1.25063, -7.18340], [2.64650, -5.20176, -7.46619], [1.71309, 2.30677, -4.27350], [-0.76816, 0.64615, 0.92967], [7.42178, -2.45437, 3.24973], [5.53471, -1.62860, 4.49327], [-3.67181, -1.53181, -0.88666], [0.88072, 1.29642, 2.24621], [7.19060, -1.50215, 2.25929], [3.93015, 5.49714, 0.77970], [6.59917, -2.51646, 4.35990], [6.03871, 0.15661, 0.32812], [-0.48832, -3.89787, -3.14991], [4.65679, 6.63190, 0.86661], [-0.69790, -0.76535, 0.40612], [-1.78288, -2.49204, 0.16318], [1.90150, -5.88503, -7.05584], [-3.69889, 3.73834, -5.30233], [-1.97354, -1.44391, 0.39767], [5.29526, -0.67960, 3.51622], [0.01322, -4.68084, -8.16987], [2.97077, 2.02818, -6.21790], [1.71112, 1.94995, 0.33981], [1.22069, 1.34633, -4.44930], [4.88345, 4.98644, -1.31516], [4.03196, 4.66502, -0.32539], [0.77380, -4.15260, -8.74694], [2.00323, -1.76682, -6.39710], [3.86272, 1.33245, -3.93985], [3.54442, -0.69206, 1.37708], [1.60573, -3.07845, -6.63795], [-4.58168, 3.80490, -2.70200], [7.81649, -1.48069, 1.37356], [1.21199, -0.15780, -0.87178], [0.12052, -2.61822, 4.52139], [0.55197, 1.61720, 1.25311], [6.75331, -3.28149, 5.11052], [3.42937, 2.74688, -1.50402], [4.17410, 1.13714, 3.19482], [-1.44924, 1.23671, 0.31969], [4.21369, -0.34842, -4.43265], [0.40177, -1.39454, 1.24570]]}

=====

Question: What is the formula in the third record?
Answer: C39H39BBrF14N3OSrTe